Here is an isolated molecule of C6H12N4 in a non-equilibrium geometry from the OMol25 dataset. Energies are from ωB97M-V/def2-TZVPD.

Each line ends with the Mulliken charge.
Geometry (Å):
C (-0.474475, 1.532006, 0.019212)  -0.743
N (-1.329803, 0.606923, 0.455185)  0.097
C (-0.612705, -0.046818, 1.466458)  -0.770
N (0.616043, -0.655940, 1.020207)  0.185
C (1.608421, 0.256871, 0.547219)  -0.520
N (0.976665, 1.247665, -0.425379)  -0.222
C (0.504186, 0.227028, -1.496058)  -0.630
N (-0.283751, -0.973921, -0.959532)  -0.038
C (-1.589212, -0.501076, -0.528820)  -0.564
C (0.510010, -1.610624, 0.031583)  -0.706
H (-0.848306, 2.113360, -1.065293)  0.338
H (-0.299523, 2.348509, 0.719557)  0.389
H (-0.485334, 0.553093, 2.507519)  0.239
H (-1.299794, -0.828221, 1.775398)  0.391
H (2.150748, 0.871326, 1.373639)  0.206
H (2.429584, -0.417468, 0.021458)  0.339
H (1.433944, -0.338236, -1.896981)  0.360
H (0.082148, 0.738285, -2.379953)  0.348
H (-2.215383, -0.063457, -1.417698)  0.233
H (-1.980112, -1.431838, -0.363261)  0.440
H (-0.105565, -2.519002, 0.285997)  0.314
H (1.606165, -1.743757, -0.431318)  0.315

Cartesian forces, eV/Å:
C 2.46 7.40 -5.11
N -2.78 -3.00 0.53
C -0.29 -1.19 4.76
N 2.60 0.55 3.77
C 2.06 2.11 0.72
N -1.97 -4.26 -1.18
C 3.24 -2.11 -0.91
N 0.10 2.76 -4.98
C 1.60 3.22 -3.24
C -0.80 -1.66 -1.91
H 0.50 -1.50 3.21
H -0.73 -0.03 0.43
H 0.13 -0.79 -2.73
H 0.28 -0.61 0.42
H -1.14 -1.03 -1.13
H -1.36 2.09 1.02
H -1.08 1.27 0.40
H -0.40 -0.33 0.79
H 1.45 -0.63 1.45
H -2.34 -1.73 2.33
H 1.21 0.35 0.31
H -2.76 -0.89 1.04

As for the multiplicity: 1. The frontier orbital gap is 9.050 eV. Its maximum force is 0.181 Eh/bohr. The calculation puts the electronic energy at -454.66368 Ha. Its molar mass is 140.19 u. As for the relative energy (zero: lowest compared OMol25 entry of this formula, charge and spin): 103.8 kcal per mole. Its structure (SMILES) is C1N2CN3CN1CN(C2)C3.

=====

Here is a cluster of 6 separate species, C4H19N2O6S in total in a non-equilibrium geometry from the OMol25 dataset. Energies are from ωB97M-V/def2-TZVPD.

Each line ends with the Mulliken charge.
Geometry (Å):
C (-0.278444, -3.297745, -0.866652)  -0.875
N (0.062005, -2.256682, 0.061880)  -0.147
C (0.613026, -1.039228, -0.506323)  0.651
C (2.052297, -1.094129, -0.965789)  -1.251
S (2.295344, 0.077083, -2.368562)  -0.552
C (0.459823, 0.066944, 0.513669)  0.356
N (1.134161, 1.198079, 0.230497)  -0.201
O (-0.136720, -0.067240, 1.582796)  -0.801
H (-1.177736, -3.006626, -1.431070)  0.210
H (0.433992, -3.379847, -1.709715)  0.294
H (-0.310055, -4.241148, -0.353814)  0.355
H (0.370041, -2.492380, 0.986323)  0.201
H (-0.058099, -0.865308, -1.345155)  -0.148
H (2.330857, -2.066635, -1.287693)  0.414
H (2.755251, -0.847423, -0.166740)  0.275
H (1.696555, 1.168793, -0.628316)  0.049
H (0.851441, 2.031081, 0.710551)  0.252
H (-0.058693, 2.563345, -3.205266)  0.256
H (0.209470, 1.529150, -2.173403)  0.218
O (-0.301485, 2.352052, -2.296762)  -0.676
H (-3.466163, 1.491174, 2.564516)  0.378
H (-3.972558, 0.980552, 1.216094)  0.292
O (-4.225839, 1.044763, 2.141558)  -0.652
H (-1.180173, -0.549398, -3.779734)  0.321
H (-1.971218, -0.060471, -2.514078)  0.330
O (-2.021667, -0.214345, -3.458219)  -0.631
H (0.831378, 1.334359, 3.528576)  0.310
H (1.494337, 0.435909, 4.496359)  0.320
O (0.745173, 1.042196, 4.448405)  -0.677
H (-1.181458, 0.797992, 2.738954)  0.514
H (-1.255140, 1.385816, 4.040001)  0.358
O (-1.675404, 1.532994, 3.174653)  -0.744

Cartesian forces, eV/Å:
C 0.67 0.99 -0.97
N -0.01 0.34 0.12
C -0.76 -1.25 1.15
C 0.45 1.03 -0.84
S 0.14 -0.08 -0.08
C 0.43 0.83 0.62
N -0.32 -0.68 0.03
O -0.29 -0.33 -0.06
H -0.42 -0.50 0.54
H 0.37 -0.23 0.41
H -0.49 -0.46 0.00
H 0.11 -0.20 -0.03
H 0.23 0.54 -0.39
H -0.07 -1.05 -0.35
H -0.19 0.07 0.21
H -0.05 0.63 -0.27
H 0.17 0.21 0.02
H -0.16 0.11 0.04
H 0.19 0.09 0.08
O 0.09 -0.16 -0.15
H -0.07 -0.43 -0.07
H 0.02 -0.02 0.04
O -0.04 0.32 0.01
H 0.23 0.13 0.45
H 0.44 0.07 0.05
O -0.63 -0.18 -0.56
H -0.39 0.06 0.01
H -0.19 -0.12 0.33
O 0.72 -0.01 -0.29
H -0.54 0.47 -0.79
H -0.56 0.59 0.10
O 0.91 -0.77 0.64

As for the multiplicity: 1. The frontier orbital gap is 6.927 eV. Its maximum force is 0.036 Eh/bohr. Its net charge is -1. The calculation puts the electronic energy at -1123.02274 Ha. Its molar mass is 223.27 u. As for the relative energy (zero: lowest compared OMol25 entry of this formula, charge and spin): 32.0 kcal per mole.

=====

Here is an isolated molecule of C26H22N4O3S in a non-equilibrium geometry from the OMol25 dataset. Energies are from ωB97M-V/def2-TZVPD.

Each line ends with the Mulliken charge.
Geometry (Å):
C (2.468148, -1.333791, -2.165807)  -1.053
C (1.508422, -2.462855, -2.371427)  1.048
C (1.950571, -3.694201, -2.839051)  -1.171
C (1.062103, -4.724563, -3.080320)  -0.845
C (-0.292808, -4.537340, -2.876245)  -1.126
C (-0.776396, -3.324620, -2.408640)  1.065
C (-2.244145, -3.104707, -2.203912)  -1.299
C (0.142473, -2.310528, -2.139656)  -0.522
N (-0.346396, -1.062497, -1.632344)  1.014
C (-0.747827, -0.943847, -0.346804)  0.670
S (-0.577316, -2.373462, 0.725133)  -0.248
C (1.058082, -1.970963, 1.451337)  -1.084
C (1.303197, -0.475793, 1.543181)  0.588
O (2.178502, 0.012518, 0.852758)  -0.684
N (0.531588, 0.251521, 2.386859)  0.300
C (-0.519749, -0.306556, 3.212526)  -0.478
C (-0.453145, 0.201673, 4.647976)  0.108
O (-0.734727, -0.474668, 5.608697)  -0.666
N (-0.086756, 1.501866, 4.740262)  -0.036
C (0.270465, 2.284455, 3.644672)  0.588
C (0.310509, 3.667208, 3.756342)  -0.616
C (0.683559, 4.441202, 2.673026)  -0.787
C (1.021458, 3.831059, 1.478130)  -0.807
C (0.989401, 2.452587, 1.358988)  -0.834
C (0.613592, 1.662512, 2.436825)  0.479
N (-1.241143, 0.102675, 0.195899)  -0.400
C (-1.348185, 1.237711, -0.564753)  0.182
C (-1.855594, 2.405518, 0.012894)  -0.348
C (-1.939155, 3.555516, -0.737397)  -0.445
C (-1.527100, 3.568832, -2.069552)  -0.726
C (-1.035990, 2.423544, -2.654326)  -0.627
C (-0.940863, 1.247068, -1.909111)  0.042
C (-0.429230, 0.023972, -2.520321)  0.605
O (-0.099820, -0.101479, -3.678439)  -0.674
H (3.493033, -1.687952, -2.239912)  0.432
H (2.308717, -0.581558, -2.938886)  0.291
H (2.339423, -0.847727, -1.199529)  0.072
H (3.005464, -3.837650, -3.020179)  0.434
H (1.425434, -5.674870, -3.441840)  0.431
H (-0.987617, -5.336464, -3.086515)  0.416
H (-2.480558, -3.045654, -1.140427)  0.296
H (-2.812280, -3.924953, -2.633699)  0.471
H (-2.563621, -2.174897, -2.674078)  0.254
H (1.822795, -2.391421, 0.796070)  0.489
H (1.096660, -2.473947, 2.416389)  0.577
H (-1.494418, -0.022935, 2.789931)  0.180
H (-0.478476, -1.391977, 3.244697)  0.485
H (-0.108151, 1.935078, 5.654344)  0.248
H (0.051414, 4.127178, 4.698642)  0.397
H (0.713515, 5.515637, 2.765906)  0.402
H (1.311986, 4.426542, 0.627084)  0.462
H (1.269618, 1.993089, 0.427633)  0.559
H (-2.169634, 2.381923, 1.044253)  0.509
H (-2.326404, 4.458606, -0.289571)  0.440
H (-1.597391, 4.480739, -2.642767)  0.421
H (-0.715232, 2.403644, -3.684944)  0.522

Cartesian forces, eV/Å:
C -0.02 0.11 -0.01
C -0.13 0.01 0.04
C -0.03 0.00 0.03
C 0.02 -0.03 -0.01
C -0.04 0.05 0.03
C 0.12 0.13 -0.10
C 0.08 0.03 -0.01
C 0.23 -0.51 -0.32
N 0.19 0.12 -0.64
C -0.27 -0.30 1.07
S 0.03 -0.02 0.11
C -0.14 -0.19 -0.41
C 0.35 -0.38 0.04
O 0.02 0.03 -0.04
N 0.13 0.20 0.51
C -0.35 -0.22 0.25
C 0.07 -0.24 -0.32
O -0.13 -0.20 0.14
N 0.11 0.35 0.38
C 0.10 0.08 -0.43
C -0.05 -0.08 -0.05
C 0.03 -0.02 0.03
C 0.02 0.00 0.01
C 0.05 0.09 -0.02
C 0.06 0.37 0.04
N -0.23 -0.23 0.33
C 0.07 0.29 -0.78
C -0.09 0.03 -0.18
C -0.06 -0.09 0.14
C 0.07 -0.02 -0.17
C 0.04 -0.03 -0.04
C -0.16 0.27 0.35
C -0.03 0.00 -0.15
O 0.00 0.07 -0.07
H 0.07 -0.01 0.01
H 0.04 0.06 -0.04
H 0.04 0.00 0.01
H 0.11 0.00 -0.01
H 0.03 -0.09 -0.04
H -0.09 -0.08 -0.02
H -0.13 0.00 0.04
H -0.07 -0.03 0.00
H -0.08 0.03 0.00
H 0.02 0.18 0.19
H -0.03 0.00 0.03
H 0.09 -0.09 0.04
H 0.01 0.23 0.05
H -0.01 -0.18 -0.08
H -0.05 0.05 0.10
H 0.01 0.11 0.02
H 0.03 0.06 -0.10
H -0.01 -0.03 -0.02
H 0.00 -0.02 0.14
H -0.03 0.08 0.05
H 0.00 0.07 -0.06
H 0.02 0.01 -0.09

As for the multiplicity: 1. The frontier orbital gap is 8.672 eV. Its maximum force is 0.022 Eh/bohr. The calculation puts the electronic energy at -1847.01001 Ha. Its molar mass is 470.55 u. As for the relative energy (zero: lowest compared OMol25 entry of this formula, charge and spin): 3.1 kcal per mole. Its structure (SMILES) is Cc1cccc(C)c1-n1c(SCC(=O)N2CC(=O)Nc3ccccc32)nc2ccccc2c1=O.